C72H178N10O17 | ωB97M-V/def2-TZVPD

Results
calculated total energy: -127244.2125 eV

Element x y z (Å)
C1 -1.161 6.247 2.365
C2 -0.098 6.680 1.301
C3 -0.493 6.174 -0.091
C4 -1.549 6.978 -0.863
C5 -1.079 8.474 -0.845
C6 -0.640 9.121 0.530
N1 0.155 8.145 1.272
O1 0.677 8.597 2.449
C7 0.141 10.480 0.213
C8 -1.941 9.419 1.289
C9 1.314 6.004 1.541
H1 -2.117 6.748 2.209
H2 -0.909 6.489 3.398
H3 -1.267 5.163 2.336
H4 0.358 6.118 -0.770
H5 -0.960 5.194 0.013
H6 -2.551 6.903 -0.440
H7 -1.643 6.690 -1.910
H8 -1.874 8.955 -1.415
H9 -0.195 8.529 -1.481
H10 0.801 10.400 -0.651
H11 -0.639 11.181 -0.086
H12 0.692 10.912 1.048
H13 -2.447 10.250 0.797
H14 -2.669 8.610 1.221
H15 -1.734 9.749 2.307
H16 1.452 5.031 1.070
H17 1.405 5.991 2.627
H18 2.160 6.549 1.121
H19 1.617 8.591 2.254
C10 1.430 -6.721 2.359
C11 1.469 -5.718 3.476
C12 0.825 -6.360 4.675
C13 0.847 -5.585 5.968
C14 2.276 -5.143 6.295
C15 3.084 -4.526 5.070
N2 2.861 -5.349 3.820
O2 3.473 -4.715 2.667
C16 2.836 -3.022 4.920
C17 4.629 -4.695 5.323
C18 0.618 -4.486 3.040
H20 1.886 -6.361 1.437
H21 0.383 -6.928 2.134
H22 1.957 -7.608 2.708
H23 -0.232 -6.540 4.479
H24 1.330 -7.294 4.921
H25 0.478 -6.272 6.730
H26 0.185 -4.720 5.994
H27 2.603 -6.048 6.807
H28 2.380 -4.473 7.148
H29 3.202 -2.489 5.798
H30 3.312 -2.574 4.047
H31 1.790 -2.725 5.002
H32 5.089 -3.757 5.634
H33 4.849 -5.406 6.120
H34 5.144 -5.065 4.437
H35 1.105 -3.784 2.363
H36 0.263 -3.916 3.899
H37 -0.331 -4.823 2.622
H38 4.232 -5.299 2.610
C19 1.136 0.873 -0.655
C20 0.272 -0.322 -0.346
C21 0.805 -1.165 0.811
C22 0.669 -0.586 2.168
C23 -0.750 -0.139 2.523
C24 -1.484 0.561 1.308
N3 -1.117 0.062 -0.046
O3 -1.792 0.622 -1.094
C25 -3.002 0.332 1.560
C26 -1.156 2.073 1.426
C27 0.388 -1.207 -1.636
H39 0.807 1.387 -1.558
H40 2.206 0.666 -0.661
H41 0.993 1.648 0.098
H42 0.168 -2.049 0.853
H43 1.833 -1.444 0.581
H44 1.335 0.274 2.240
H45 1.019 -1.326 2.889
H46 -0.586 0.491 3.397
H47 -1.244 -1.070 2.798
H48 -3.238 0.628 2.583
H49 -3.628 0.962 0.928
H50 -3.283 -0.711 1.413
H51 -0.137 2.298 1.741
H52 -1.246 2.525 0.437
H53 -1.790 2.712 2.041
H54 -0.359 -2.001 -1.609
H55 1.382 -1.567 -1.902
H56 0.068 -0.576 -2.465
H57 -2.594 0.094 -1.088
C28 7.639 1.879 -1.372
C29 7.112 0.527 -0.800
C30 8.189 0.148 0.293
C31 7.674 -0.886 1.193
C32 6.381 -0.413 1.835
C33 5.284 -0.085 0.803
N4 5.841 0.872 -0.152
O4 4.784 1.347 -0.955
C34 4.704 -1.406 0.381
C35 4.248 0.644 1.679
C36 6.989 -0.640 -1.857
H58 7.242 2.049 -2.373
H59 8.722 2.005 -1.351
H60 7.288 2.760 -0.834
H61 9.043 -0.270 -0.240
H62 8.483 1.047 0.835
H63 8.433 -0.981 1.971
H64 7.728 -1.871 0.729
H65 6.521 0.407 2.539
H66 6.073 -1.279 2.422
H67 4.029 -1.295 -0.468
H68 5.507 -2.099 0.130
H69 4.172 -1.859 1.217
H70 4.710 1.173 2.513
H71 3.622 1.431 1.260
H72 3.529 -0.033 2.140
H73 7.901 -0.625 -2.454
H74 6.194 -0.472 -2.583
H75 6.926 -1.613 -1.370
H76 4.669 2.208 -0.546
C37 3.125 0.842 -7.740
C38 2.600 2.110 -7.036
C39 1.558 1.696 -6.007
C40 2.122 1.104 -4.715
C41 3.197 2.035 -4.095
C42 4.276 2.533 -5.127
N5 3.688 2.952 -6.439
O5 4.661 3.443 -7.346
C43 5.025 3.812 -4.478
C44 5.304 1.380 -5.253
C45 1.862 3.030 -8.094
H77 3.233 0.002 -7.053
H78 4.091 1.053 -8.198
H79 2.427 0.580 -8.535
H80 1.003 2.579 -5.689
H81 0.830 1.046 -6.492
H82 2.542 0.123 -4.938
H83 1.297 0.934 -4.024
H84 3.716 1.433 -3.350
H85 2.686 2.932 -3.744
H86 5.464 3.491 -3.533
H87 5.841 4.115 -5.134
H88 4.338 4.654 -4.399
H89 4.874 0.440 -4.907
H90 5.810 1.251 -6.210
H91 6.102 1.585 -4.539
H92 2.548 3.395 -8.858
H93 1.616 3.957 -7.576
H94 0.992 2.507 -8.490
H95 4.446 4.378 -7.374
C46 -4.414 4.714 0.908
O6 -5.314 3.638 1.242
H96 -3.982 4.990 1.869
H97 -3.644 4.303 0.255
H98 -4.841 5.611 0.459
H99 -5.204 3.492 2.184
C47 -0.586 -5.253 -2.995
O7 0.666 -5.857 -2.773
H100 -0.989 -5.423 -3.993
H101 -1.266 -5.673 -2.254
H102 -0.412 -4.194 -2.800
H103 1.340 -5.176 -2.839
C48 -6.917 -0.694 1.079
O8 -6.832 -1.479 -0.145
H104 -7.340 -1.376 1.817
H105 -5.941 -0.242 1.256
H106 -7.614 0.071 0.736
H107 -6.316 -2.251 0.097
C49 -5.365 -0.141 -2.871
O9 -6.641 -0.678 -3.157
H108 -5.016 0.626 -3.562
H109 -5.353 0.201 -1.836
H110 -4.593 -0.910 -2.910
H111 -7.019 -1.096 -2.379
C50 2.887 4.448 -1.555
O10 4.064 4.185 -0.838
H112 2.669 5.491 -1.326
H113 3.113 4.534 -2.618
H114 2.022 3.820 -1.345
H115 4.776 4.712 -1.207
C51 -1.677 3.290 5.076
O11 -2.608 2.265 5.272
H116 -0.641 3.047 5.313
H117 -1.788 3.636 4.048
H118 -1.837 4.094 5.794
H119 -2.318 1.698 5.991
C52 -2.635 3.590 -2.575
O12 -3.639 2.906 -3.361
H120 -2.559 4.626 -2.904
H121 -2.991 3.542 -1.546
H122 -1.642 3.139 -2.566
H123 -4.498 3.244 -3.097
C53 -4.315 -7.933 0.438
C54 -2.837 -7.541 0.037
C55 -2.267 -6.157 0.510
O13 -3.008 -5.072 0.009
C56 -2.354 -3.838 0.006
N6 -1.958 -8.643 0.514
H124 -5.053 -7.238 0.037
H125 -4.467 -8.025 1.514
H126 -4.391 -8.858 -0.134
H127 -2.856 -7.506 -1.052
H128 -1.265 -6.109 0.083
H129 -2.265 -6.240 1.597
H130 -2.254 -3.347 0.974
H131 -2.801 -3.151 -0.713
H132 -1.338 -3.996 -0.358
H133 -2.316 -9.543 0.227
H134 -1.053 -8.539 0.079
C57 -1.046 -2.012 -5.773
C58 -2.356 -1.425 -5.143
C59 -2.206 0.092 -5.028
O14 -2.338 0.625 -6.371
C60 -2.683 2.024 -6.398
N7 -3.427 -1.842 -6.077
H135 -1.231 -3.078 -5.646
H136 -0.171 -1.699 -5.203
H137 -0.879 -1.784 -6.826
H138 -2.488 -1.864 -4.154
H139 -1.301 0.521 -4.597
H140 -3.049 0.440 -4.430
H141 -2.802 2.291 -7.448
H142 -2.017 2.682 -5.839
H143 -3.671 2.212 -5.980
H144 -3.288 -1.097 -6.745
H145 -3.166 -2.718 -6.506
C61 2.079 -4.145 -0.555
C62 3.294 -4.055 -1.546
C63 4.257 -5.213 -1.369
O15 5.497 -4.957 -2.092
C64 6.366 -6.085 -2.031
N8 2.809 -3.890 -2.894
H146 2.395 -3.702 0.390
H147 1.754 -5.186 -0.545
H148 1.175 -3.584 -0.789
H149 3.945 -3.211 -1.318
H150 3.901 -6.213 -1.614
H151 4.595 -5.293 -0.336
H152 6.684 -6.254 -1.002
H153 7.284 -6.000 -2.611
H154 5.886 -7.024 -2.306
H155 2.503 -2.931 -2.970
H156 3.628 -3.989 -3.477
C65 -5.876 1.438 3.950
C66 -5.938 2.881 4.382
C67 -6.128 3.141 5.891
O16 -6.358 4.545 6.061
C68 -6.419 4.939 7.415
N9 -4.719 3.478 3.899
H157 -6.787 0.911 4.233
H158 -5.111 0.831 4.437
H159 -5.821 1.331 2.867
H160 -6.790 3.299 3.847
H161 -5.300 2.795 6.509
H162 -7.035 2.668 6.268
H163 -6.920 5.905 7.473
H164 -5.396 5.145 7.729
H165 -6.997 4.359 8.134
H166 -3.994 3.028 4.439
H167 -4.758 4.364 4.383
C69 -6.125 -5.324 2.063
C70 -6.142 -3.860 1.822
C71 -5.196 -3.167 2.865
O17 -5.769 -3.218 4.179
C72 -5.213 -2.306 5.075
N10 -5.591 -3.724 0.470
H168 -6.357 -5.510 3.112
H169 -5.175 -5.831 1.894
H170 -6.863 -5.767 1.394
H171 -7.160 -3.476 1.884
H172 -5.165 -2.133 2.522
H173 -4.169 -3.525 2.784
H174 -4.123 -2.303 5.076
H175 -5.617 -2.568 6.053
H176 -5.616 -1.315 4.866
H177 -6.213 -4.184 -0.180
H178 -4.764 -4.304 0.465

These are the Mulliken partial charges, in e, on atoms 1 to 4: C -1.08; C 2.03; C 0.20; C -0.43